No. 1
Computed, not measured: a molecular structure, C29H19BrIN8O2Pd at a distorted geometry, with wB97M-V/def2-TZVPD.

CARTESIAN COORDINATES (ANGSTROEM)
Pd: -1.190 0.102 0.294
C: -1.445 0.545 -4.027
C: -1.828 0.330 -2.706
N: -0.886 0.183 -1.770
C: 0.425 0.253 -2.108
C: 0.737 0.456 -3.469
N: -0.163 0.597 -4.420
C: 1.372 0.296 -1.008
C: 2.761 0.442 -1.124
C: 3.482 0.710 0.049
C: 2.798 0.948 1.252
C: 1.429 0.707 1.297
N: 0.784 0.293 0.197
C: 0.558 0.887 2.450
C: 0.954 1.374 3.719
N: 0.145 1.372 4.760
C: -1.109 0.931 4.572
C: -1.574 0.526 3.330
N: -0.730 0.520 2.301
C: 4.937 0.748 0.030
C: 5.638 0.992 -1.146
C: 7.051 0.957 -1.085
N: 7.787 0.714 0.018
C: 7.047 0.492 1.136
C: 5.657 0.473 1.208
H: -2.183 0.696 -4.813
H: -2.877 0.235 -2.400
H: 1.777 0.565 -3.760
H: 3.283 0.303 -2.065
H: 3.370 1.215 2.130
H: 1.976 1.717 3.871
H: -1.748 0.944 5.452
H: -2.598 0.180 3.186
H: 5.132 1.233 -2.078
H: 7.614 1.126 -1.997
H: 7.633 0.304 2.033
H: 5.137 0.262 2.145
Br: -3.874 -1.795 1.452
C: -4.256 -0.115 0.656
C: -5.613 0.267 0.528
C: -5.888 1.524 -0.018
C: -4.799 2.367 -0.379
C: -3.498 1.926 -0.179
N: -3.232 0.660 0.292
C: -2.360 2.831 -0.421
O: -2.570 3.885 -1.012
O: -1.180 2.426 0.071
H: -6.397 -0.431 0.829
H: -6.911 1.861 -0.210
H: -4.968 3.362 -0.785
I: 0.351 -2.638 2.099
C: -0.735 -3.295 0.435
C: -0.838 -4.716 0.240
C: -1.586 -5.149 -0.852
C: -2.185 -4.187 -1.700
C: -2.007 -2.851 -1.424
N: -1.251 -2.403 -0.386
H: -0.372 -5.394 0.944
H: -1.715 -6.204 -1.056
H: -2.779 -4.480 -2.554
H: -2.486 -2.080 -2.024

Forces on atoms 1 to 6 (eV/Å):
-1.7 -0.7 -0.2
0.0 0.1 -0.7
0.7 -0.2 -0.1
0.3 0.0 -1.6
-1.6 0.1 -1.7
0.7 0.0 0.9

Values from the calculation:
Electronic energy ... -4703.505485 Ha
Spin multiplicity ... 5
ΔE to the lowest compared entry with this formula, charge and spin ... 0.00 kcal per mole
LUMO energy (alpha / beta) ... -9.706 / -12.891 eV
HOMO level (alpha / beta) ... -15.6 / -16.3 eV
Expectation value of S² ... 6.02
Total charge ... +3
HOMO-LUMO gap (alpha / beta) ... 5.93 / 3.37 eV

***

No. 2
Computed, not measured: a molecular structure, C29H20BrF10IrN6S, with wB97M-V/def2-TZVPD.

CARTESIAN COORDINATES (ANGSTROEM)
Ir: -1.315 -0.137 -0.619
C: -3.729 1.778 0.541
N: -2.325 1.414 0.753
C: -2.082 0.833 2.082
C: -2.309 -0.675 2.133
N: -1.568 -1.401 1.089
C: -1.383 -2.723 1.192
C: -0.703 -3.414 0.142
F: -0.268 -2.749 -0.916
C: -0.453 -4.760 0.168
F: 0.194 -5.341 -0.829
C: -0.883 -5.524 1.247
F: -0.650 -6.815 1.277
C: -1.572 -4.914 2.288
F: -1.998 -5.648 3.302
C: -1.824 -3.565 2.260
F: -2.526 -3.076 3.274
C: -1.399 2.498 0.398
C: -1.396 2.770 -1.102
N: -1.353 1.532 -1.904
C: -1.458 1.661 -3.264
C: -1.377 2.878 -3.998
F: -1.119 4.044 -3.407
C: -1.526 2.940 -5.365
F: -1.431 4.107 -5.984
C: -1.757 1.790 -6.101
F: -1.899 1.851 -7.407
C: -1.820 0.575 -5.442
F: -2.023 -0.539 -6.129
C: -1.670 0.516 -4.074
F: -1.730 -0.696 -3.535
H: -3.977 2.666 1.133
H: -4.366 0.948 0.835
H: -3.917 1.968 -0.513
H: -2.741 1.290 2.828
H: -1.059 1.062 2.372
H: -3.369 -0.908 1.993
H: -2.023 -1.006 3.128
H: -0.401 2.199 0.725
H: -1.655 3.433 0.912
H: -0.526 3.391 -1.311
H: -2.275 3.348 -1.388
N: 3.425 -0.086 1.415
C: 3.600 0.051 2.816
C: 4.842 0.361 3.336
C: 5.000 0.504 4.711
C: 3.911 0.370 5.552
C: 2.658 0.079 5.019
C: 2.515 -0.104 3.657
S: 0.961 -0.606 2.966
N: 1.081 -0.097 1.346
C: 2.216 0.004 0.790
C: 2.264 0.148 -0.707
C: 3.408 0.576 -1.363
C: 3.466 0.510 -2.747
C: 2.382 -0.005 -3.426
C: 1.261 -0.364 -2.692
N: 1.182 -0.269 -1.365
H: 4.258 -0.146 0.863
H: 5.688 0.488 2.671
H: 5.978 0.730 5.116
H: 4.027 0.490 6.621
H: 1.798 -0.028 5.669
H: 4.251 0.978 -0.817
H: 4.352 0.841 -3.273
H: 2.382 -0.123 -4.501
H: 0.388 -0.757 -3.186
Br: -3.634 -1.144 -1.258

Forces on atoms 1 to 6 (eV/Å):
-0.3 0.2 -0.2
0.0 0.0 0.0
0.2 -0.1 0.0
0.0 0.1 0.0
0.0 0.0 -0.1
-0.1 -0.3 0.3

Values from the calculation:
Electronic energy ... -5520.441186 Ha
Spin multiplicity ... 6
ΔE to the lowest compared entry with this formula, charge and spin ... 0.00 kcal per mole
LUMO energy (alpha / beta) ... -2.887 / -5.297 eV
HOMO level (alpha / beta) ... -9.8 / -10.4 eV
Expectation value of S² ... 8.83
Total charge ... +1
HOMO-LUMO gap (alpha / beta) ... 6.87 / 5.12 eV

***

Q: The highest expectation value of S² belongs to which entry?
A: C29H20BrF10IrN6S

***

Q: Look up the electronic energy of the first one.
A: -4703.505485 Ha